The following is a quantum chemistry calculation of 6 unconnected molecules or ions with the total composition C40H37FNO13 in a non-equilibrium geometry, from OMol25.

```
92
Properties=species:S:1:pos:R:3:mulliken_charge:R:1
C -1.2091 -2.3539 -2.9868 -0.75
C -2.0505 -1.1091 -2.8672 0.64
O -3.0810 -1.1012 -2.2535 -0.60
O -1.6355 0.0117 -3.5076 -0.19
C -0.3664 0.5284 -3.0775 0.20
C -0.5444 1.7227 -2.1412 -1.03
C -0.5143 1.3179 -0.6640 -0.40
C 0.8834 0.9656 -0.1029 -0.76
C 0.6746 -0.0328 1.0288 0.78
C 0.5464 -1.4609 0.4881 -1.29
N 1.5838 -1.9756 -0.4405 -0.47
C 1.8604 -0.0481 2.0556 -1.03
C 3.1262 0.5441 1.5632 0.49
O 3.4568 1.6912 1.5444 -0.56
F 4.0528 -0.3684 1.0674 -0.26
H -1.4911 -2.9023 -3.8886 0.38
H -0.1444 -2.1540 -3.0014 0.15
H -1.4260 -3.0022 -2.1396 0.32
H 0.2116 0.8346 -3.9531 0.32
H 0.2325 -0.2254 -2.5614 -0.42
H 0.1940 2.5042 -2.3397 0.39
H -1.5316 2.1486 -2.3441 0.33
H -1.2063 0.5095 -0.4270 0.28
H -0.8435 2.1783 -0.0837 0.35
H 1.3202 1.9047 0.2425 0.51
H 1.5296 0.5874 -0.9201 0.35
H -0.4237 -1.6077 -0.0028 0.08
H 0.5672 -2.1365 1.3494 0.63
H 1.4521 -1.6581 -1.3890 0.19
H 2.5187 -1.7576 -0.1238 0.18
H 1.5778 0.5658 2.9231 0.17
H 2.0166 -1.0554 2.4456 0.51
C -4.6872 0.4120 3.4915 -0.53
C -3.8102 0.7644 2.5393 -0.39
C -2.3851 0.9524 2.8351 0.10
O -1.5822 1.2842 1.9624 -0.40
C -1.9593 0.7221 4.2189 -0.06
C -2.8290 0.3645 5.1743 -0.65
C -4.2584 0.1856 4.8798 0.09
O -5.0577 -0.1363 5.7566 -0.69
H -5.7426 0.2782 3.2871 0.39
H -4.1097 0.9325 1.5115 0.54
H -0.9036 0.8559 4.4227 0.46
H -2.5236 0.1915 6.1935 0.75
C 1.6078 -4.5394 -5.9315 -0.36
C 1.5064 -5.5619 -6.7761 -0.35
C 1.0291 -6.8926 -6.3220 0.37
O 0.9392 -7.8247 -7.0934 -0.56
C 0.6676 -7.0384 -4.8902 -0.37
C 0.7684 -6.0168 -4.0439 -0.29
C 1.2462 -4.6853 -4.4976 0.35
O 1.3341 -3.7574 -3.7266 -0.50
H 1.9535 -3.5607 -6.2395 0.44
H 1.7634 -5.4786 -7.8245 0.39
H 0.3215 -8.0168 -4.5822 0.40
H 0.5115 -6.0987 -2.9953 0.46
C 9.1665 0.9550 -0.8278 -0.38
C 9.3716 -0.3051 -0.4582 -0.38
C 8.3893 -1.0272 0.3921 0.33
O 8.5854 -2.1770 0.7273 -0.55
C 7.1736 -0.2896 0.8098 -0.31
C 6.9650 0.9729 0.4408 -0.28
C 7.9457 1.6941 -0.4080 0.33
O 7.7696 2.8433 -0.7528 -0.55
H 9.8675 1.5019 -1.4460 0.40
H 10.2520 -0.8629 -0.7523 0.40
H 6.4678 -0.8308 1.4256 0.47
H 6.0790 1.5232 0.7379 0.49
C -0.0041 3.9492 9.1813 -0.41
C 0.2039 2.8384 8.4803 -0.43
C -0.9194 2.1212 7.8239 0.57
O -0.7324 1.1085 7.1871 -0.51
C -2.2832 2.6929 7.9776 -0.12
C -2.4876 3.8044 8.6796 -0.52
C -1.3662 4.5203 9.3359 0.32
O -1.5518 5.5346 9.9755 -0.56
H 0.7982 4.4885 9.6688 0.39
H 1.1877 2.4048 8.3530 0.41
H -3.0875 2.1558 7.4899 0.41
H -3.4713 4.2385 8.8057 0.42
C -4.8791 2.2112 -5.9151 -0.29
C -6.1471 2.5465 -6.1359 -0.41
C -7.1561 2.5065 -5.0466 0.38
O -8.3132 2.8114 -5.2545 -0.58
C -6.6971 2.0801 -3.7033 -0.43
C -5.4287 1.7448 -3.4788 -0.27
C -4.4167 1.7860 -4.5667 0.09
O -3.2675 1.4799 -4.3520 -0.33
H -4.1269 2.2320 -6.6938 0.43
H -6.5059 2.8614 -7.1079 0.38
H -7.4504 2.0578 -2.9260 0.40
H -5.0673 1.4262 -2.5087 0.59
```

Computed properties:
E, eV: -72898.25508
HOMO, eV: -2.5
E_LUMO, eV: -0.13
Total charge: -1